The following is a DFT calculation (ωB97M-V/def2-TZVPD) of a 2-piece molecular cluster, C4H13NS overall in a non-equilibrium geometry.

Last column: Mulliken spin population.
Atoms and positions in Å:
C -0.0379 -1.6645 -1.7681  0.01
C 0.2412 -0.3290 -2.4212  0.00
C 0.5398 0.7006 -1.4183  -0.03
S -1.3291 1.1495 -0.3138  1.06
H 0.8803 -2.0850 -1.2967  0.00
H -0.4267 -2.3683 -2.5229  0.00
H -0.7907 -1.5356 -1.0140  -0.01
H 1.0462 -0.3621 -3.1804  -0.01
H -0.6915 0.0127 -2.9050  0.00
H 0.6079 1.7537 -1.7468  0.00
H 1.3118 0.4335 -0.6768  0.00
C 0.5175 0.7775 2.6033  0.00
N -0.8126 0.1367 2.4100  0.00
H 1.2892 0.1850 2.0905  0.00
H 0.4959 1.7774 2.1496  0.00
H 0.7517 0.8705 3.6654  0.00
H -1.0310 -0.5606 3.0628  0.00
H -1.0188 0.3166 0.9137  -0.02
H -1.5433 0.7914 2.3688  0.00

## Properties
ΔE to the lowest compared entry with this formula, charge and spin = 42.2 kcal/mol
HOMO-LUMO gap (alpha / beta) = 10.1 / 6.8 eV
⟨S²⟩ = 0.76
Total charge = +1
HOMO level (alpha / beta) = -14.492 / -14.372 eV
2S+1 = 2
Calculated total energy = -612.77818 hartree